Entry 1:
Below is an isolated molecule of C19H24N4O3 in a non-equilibrium geometry, with properties calculated with the ωB97M-V functional and the def2-TZVPD basis.

Its energy above the lowest of the compared OMol25 structures with the same formula, charge and spin is 69.6 kcal per mole. As for the largest force on an atom: 0.0237 Eh/bohr. For the energy, the calculation gives -32195.19736 eV. Its SMILES is CC#CC[C@H](NC(=O)c1ncn2ccccc12)C(=O)N[C@H](CO)CCC. The orbital gap is 8.6 eV.

Each line ends with the Löwdin charge.
Element x y z (Å)
C1 -3.83440 -2.86896 4.21959  -0.104
C2 -2.70098 -2.04779 3.80036  -0.079
C3 -1.77546 -1.37710 3.46334  -0.034
C4 -0.64327 -0.55734 3.03840  -0.140
C5 -1.10563 0.65642 2.23909  -0.214
N1 -1.80733 0.26949 1.03715  0.153
C6 -1.25015 -0.30408 -0.04736  -0.359
O1 -0.04501 -0.58683 -0.13797  -0.006
C7 -2.17491 -0.52952 -1.17155  -0.149
N2 -3.51121 -0.23914 -1.11925  0.128
C8 -4.00823 -0.55541 -2.27893  -0.121
N3 -3.03043 -1.04926 -3.10809  0.009
C9 -3.11159 -1.49272 -4.40243  -0.045
C10 -2.00280 -1.93068 -5.00972  -0.061
C11 -0.75176 -1.93545 -4.31933  -0.055
C12 -0.66623 -1.50165 -3.04547  0.015
C13 -1.83575 -1.04076 -2.40536  -0.117
C14 0.01771 1.65242 1.94571  -0.446
O2 -0.12962 2.83233 2.20415  0.070
N4 1.10366 1.12620 1.34476  0.110
C15 2.11453 1.93748 0.70114  -0.299
C16 1.63958 2.26653 -0.70136  -0.204
O3 1.51449 1.11490 -1.51631  -0.059
C17 3.43711 1.19244 0.72716  -0.175
C18 4.58469 1.96342 0.10453  -0.267
C19 5.90716 1.22967 0.25792  -0.117
H1 -4.58224 -2.26069 4.72709  0.075
H2 -4.30276 -3.34145 3.35673  0.075
H3 -3.50722 -3.65109 4.90380  0.075
H4 -0.08731 -0.21156 3.91325  0.133
H5 0.03580 -1.17091 2.44096  0.119
H6 -1.81466 1.21953 2.83907  0.156
H7 -2.79360 0.47305 0.97359  0.141
H8 -5.03539 -0.45731 -2.58693  0.128
H9 -4.08632 -1.46014 -4.86608  0.130
H10 -2.06798 -2.27853 -6.02874  0.107
H11 0.13698 -2.28872 -4.82183  0.109
H12 0.26550 -1.49553 -2.50354  0.117
H13 1.02577 0.16743 1.03403  0.100
H14 2.20295 2.86938 1.26139  0.153
H15 0.68873 2.81121 -0.62891  0.127
H16 2.35700 2.92385 -1.19146  0.115
H17 0.84606 0.53476 -1.12724  0.024
H18 3.67515 0.96142 1.77097  0.123
H19 3.32433 0.23370 0.20773  0.123
H20 4.38627 2.12957 -0.95703  0.106
H21 4.65590 2.95286 0.57008  0.116
H22 6.72558 1.79002 -0.19567  0.068
H23 6.15086 1.07458 1.31117  0.072
H24 5.86643 0.24999 -0.22258  0.074

---

Entry 2:
Below is a cluster of 3 separate species, C19H24N4O6S in total in a non-equilibrium geometry, with properties calculated with the ωB97M-V functional and the def2-TZVPD basis.

Its energy above the lowest of the compared OMol25 structures with the same formula, charge and spin is 382.4 kcal per mole. As for the largest force on an atom: 0.0982 Eh/bohr. For the energy, the calculation gives -49158.35058 eV. Its SMILES is CC(=O)OCCCc1ccc2c(c1)Nc1cc(N)ccc1S2.C[N+](=O)[O-].C[N+](=O)[O-]. The orbital gap is 6.8 eV.

Each line ends with the Löwdin charge.
Element x y z (Å)
C1 5.26260 -2.81494 0.44705  -0.005
C2 4.13382 -1.68557 0.22108  -0.388
O1 2.98366 -1.81177 0.73233  0.044
O2 4.37499 -0.54324 -0.59197  -0.098
C3 3.51170 -0.54357 -1.77902  -0.185
C4 3.65561 0.85304 -2.54584  -0.157
C5 2.79525 2.06696 -1.92625  -0.166
C6 1.97987 1.66292 -0.58881  -0.163
C7 2.67767 1.68828 0.81989  -0.016
C8 1.87183 1.24519 2.09348  -0.048
C9 0.39042 0.81190 1.88145  -0.421
C10 -0.30308 0.81992 0.46760  -0.193
C11 0.49309 1.25597 -0.79119  0.037
N1 -1.71117 0.42194 0.28596  0.025
C12 -2.02382 -0.87662 0.92438  -0.163
C13 -2.76287 -2.03648 0.15703  0.037
C14 -3.08922 -3.38382 0.90237  -0.255
N2 -3.80021 -4.45447 0.11879  -0.003
C15 -2.71505 -3.64407 2.37828  -0.027
C16 -1.96952 -2.50169 3.15139  -0.068
C17 -1.63370 -1.18193 2.42128  -0.403
S1 -0.71114 0.20743 3.26488  0.849
H1 5.92470 -2.58812 1.36618  0.094
H2 4.79127 -3.85107 0.64232  0.096
H3 5.96069 -2.93351 -0.45245  0.083
H4 3.95633 -1.34929 -2.48052  0.133
H5 2.43802 -0.86468 -1.55991  0.128
H6 4.77629 1.13245 -2.54067  0.119
H7 3.38300 0.75621 -3.66590  0.118
H8 2.02006 2.37985 -2.70946  0.104
H9 3.46188 2.97194 -1.73453  0.110
H10 3.78451 1.99555 0.89211  0.107
H11 2.36932 1.22350 3.12769  0.103
H12 -0.05113 1.23969 -1.79410  0.105
H13 -1.99874 0.43485 -0.70592  0.052
H14 -3.01783 -1.83488 -0.93354  0.077
H15 -4.41215 -3.92606 -0.53458  0.061
H16 -3.04571 -4.82642 -0.49887  0.079
H17 -2.93810 -4.60782 2.95461  0.096
H18 -1.65901 -2.65154 4.24258  0.095
C18 -5.06915 0.29467 -3.18116  0.055
N3 -3.58354 0.27968 -3.21969  -0.411
O3 -2.99243 0.43485 -2.15981  0.018
O4 -3.06268 0.11365 -4.30612  0.093
H19 -5.39198 0.45076 -2.15323  0.101
H20 -5.40589 1.11053 -3.81958  0.106
H21 -5.41696 -0.66837 -3.55306  0.105
C19 -1.26025 3.60266 2.44579  0.019
N4 -1.06361 5.07096 2.32179  -0.443
O5 -0.01016 5.53278 2.72996  0.060
O6 -1.97488 5.70908 1.81838  0.050
H22 -0.37657 3.16784 2.90710  0.064
H23 -2.13965 3.44037 3.06801  0.102
H24 -1.40639 3.20450 1.44242  0.091

---

Entry 3:
Below is a structure of composition C19H24N5NiS, with properties calculated with the ωB97M-V functional and the def2-TZVPD basis.

Its energy above the lowest of the compared OMol25 structures with the same formula, charge and spin is 0.4 kcal per mole. As for the largest force on an atom: 0.0158 Eh/bohr. For the energy, the calculation gives -79422.13594 eV. The orbital gap (spin up / spin down) is 4.8 / 4.8 eV. The net charge is -1.

Each line ends with the Löwdin charge.
Element x y z (Å)
Ni1 0.47161 -1.40534 0.45322  0.167
N1 1.24743 -5.58482 1.10517  0.043
C1 1.16044 -4.22438 0.98718  -0.873
S1 0.00770 -3.56525 -0.09739  0.686
N2 2.02324 -3.54686 1.72539  -0.021
N3 1.87417 -2.21437 1.54909  -0.124
C2 2.73005 -1.42288 2.09209  -0.084
C3 2.53508 -0.00280 1.85303  -0.249
C4 3.29077 0.98065 2.48596  -0.037
C5 3.03544 2.30824 2.19790  -0.079
C6 2.02921 2.61848 1.29421  -0.051
C7 1.31392 1.58494 0.70931  -0.078
N4 1.56336 0.30252 0.96899  0.087
H1 0.46019 -6.11028 0.76994  0.065
H2 1.72784 -5.92666 1.92092  0.081
H3 3.55280 -1.80112 2.69072  0.116
H4 4.05819 0.69243 3.19279  0.105
H5 3.61039 3.09224 2.67520  0.100
H6 1.79202 3.64083 1.03530  0.103
H7 0.51791 1.78467 0.00329  0.104
C8 1.61556 -0.45570 -2.39779  -0.079
C9 0.20383 -0.17894 -2.92594  -0.385
C10 -0.57471 -1.47420 -3.16586  -0.087
C11 -0.59611 0.83235 -2.12084  -0.180
C12 -0.75751 2.09341 -2.67343  -0.104
C13 -1.54229 3.08712 -2.10061  -0.155
C14 -2.24249 2.75141 -0.94277  -0.100
C15 -2.13034 1.51986 -0.32973  -0.182
C16 -2.91951 1.27635 0.94372  -0.393
C17 -3.81420 0.03630 0.86961  -0.089
C18 -2.02951 1.23122 2.19155  -0.087
C19 -1.22102 0.51318 -0.85127  -0.360
N5 -1.02905 -0.59296 -0.15447  -0.025
H8 2.17112 -1.07594 -3.10857  0.070
H9 1.60273 -0.98484 -1.44223  0.024
H10 2.16349 0.47978 -2.25584  0.073
H11 0.34309 0.28925 -3.90804  0.112
H12 -0.85144 -1.93962 -2.22193  0.012
H13 0.02330 -2.18654 -3.74177  0.069
H14 -1.49257 -1.26320 -3.71965  0.076
H15 -0.25292 2.29891 -3.61525  0.094
H16 -1.64581 4.06094 -2.56196  0.067
H17 -2.90569 3.48574 -0.49053  0.093
H18 -3.58061 2.14510 1.05423  0.112
H19 -3.20432 -0.85877 0.75198  0.055
H20 -4.49309 0.10398 0.01621  0.072
H21 -4.41490 -0.05587 1.78033  0.062
H22 -1.34191 0.38789 2.13037  0.047
H23 -2.63828 1.12181 3.09504  0.064
H24 -1.44663 2.15175 2.28311  0.067

---

Entry 4:
Below is an isolated molecule of C19H24N6O in a non-equilibrium geometry, with properties calculated with the ωB97M-V functional and the def2-TZVPD basis.

Its energy above the lowest of the compared OMol25 structures with the same formula, charge and spin is 129.4 kcal per mole. As for the largest force on an atom: 0.1640 Eh/bohr. For the energy, the calculation gives -31075.60751 eV. Its SMILES is CCCN(C)c1cc(N2CCOCC2)nc2c(-c3cc[nH]n3)nccc12. The orbital gap is 7.8 eV.

Each line ends with the Löwdin charge.
Element x y z (Å)
C1 -0.13896 -5.17665 -2.72193  -0.133
C2 0.42408 -3.79881 -3.03491  -0.230
C3 -0.48315 -2.56599 -2.66207  -0.157
N1 -0.62986 -2.37568 -1.19327  -0.154
C4 -1.77906 -3.11624 -0.69797  -0.060
C5 -0.17395 -1.20774 -0.64708  -0.230
C6 -1.11869 -0.16131 -0.44173  0.104
C7 -0.82886 1.05584 0.09723  -0.348
N2 -1.81655 1.91297 0.50595  -0.112
C8 -2.34440 2.94668 -0.40568  -0.114
C9 -3.66744 3.59699 0.11579  -0.178
O1 -3.78616 3.83651 1.50385  -0.157
C10 -3.26907 2.76796 2.25940  -0.191
C11 -1.82794 2.22663 1.93738  -0.118
N3 0.34623 1.28795 0.60967  0.204
C12 1.29404 0.35971 0.49495  -0.105
C13 2.60947 0.55275 1.06010  -0.089
C14 3.07729 1.96913 1.45706  -0.267
C15 4.28276 1.98101 2.34036  -0.033
C16 4.59630 3.28370 2.41132  -0.172
N4 3.62888 3.96579 1.80204  -0.009
N5 2.90784 3.08719 0.98122  0.095
N6 3.52708 -0.43612 1.17136  0.111
C17 3.20791 -1.61856 0.74520  -0.151
C18 2.00170 -1.92754 0.10536  0.014
C19 1.02097 -0.96328 -0.12599  -0.104
H1 -0.81295 -5.45304 -3.42977  0.026
H2 -0.52450 -5.36098 -1.65753  0.090
H3 0.69777 -5.93896 -2.70677  0.089
H4 1.34271 -3.71726 -2.43230  0.093
H5 0.60888 -3.84088 -4.12526  0.111
H6 0.06505 -1.64287 -3.04826  0.139
H7 -1.45757 -2.72103 -3.16705  0.117
H8 -2.05539 -3.76375 -1.53382  0.071
H9 -2.70348 -2.53147 -0.35008  0.110
H10 -1.46562 -3.71398 0.08277  0.054
H11 -2.12384 -0.27128 -0.81982  0.125
H12 -1.47531 3.58550 -0.67327  0.128
H13 -2.71095 2.67451 -1.37808  0.104
H14 -3.82372 4.65630 -0.38154  0.162
H15 -4.52257 2.94515 0.04254  0.110
H16 -3.93500 1.95131 2.11395  0.103
H17 -3.22668 3.05430 3.32606  0.128
H18 -1.60248 1.26107 2.43343  0.132
H19 -1.02168 2.91319 2.28812  0.122
H20 4.80639 1.13367 2.83080  0.103
H21 5.55222 3.70395 2.72121  0.119
H22 3.72244 4.95875 1.53532  0.155
H23 3.87193 -2.41570 0.84684  0.086
H24 1.73388 -2.94942 -0.18512  0.109

---

Entry 5:
Below is an isolated molecule of C19H24N6O in a non-equilibrium geometry, with properties calculated with the ωB97M-V functional and the def2-TZVPD basis.

Its energy above the lowest of the compared OMol25 structures with the same formula, charge and spin is 4.2 kcal per mole. As for the largest force on an atom: 0.0205 Eh/bohr. For the energy, the calculation gives -31081.03723 eV. Its SMILES is O=C(c1nc2ccccn2c1CNCCCn1cccn1)N1CCCC1. The orbital gap is 8.6 eV.

Each line ends with the Löwdin charge.
Element x y z (Å)
O1 -0.57654 -0.98172 -0.34627  0.014
C1 0.61710 -1.22383 -0.15267  -0.369
C2 1.59248 -0.12734 -0.02317  -0.116
N1 2.85137 -0.26769 0.46190  0.156
C3 3.37513 0.93971 0.47060  -0.260
C4 4.64959 1.36351 0.87772  0.005
C5 4.96410 2.68869 0.79665  -0.078
C6 4.01303 3.61574 0.31483  -0.066
C7 2.78076 3.20005 -0.07991  -0.028
N2 2.46440 1.88338 -0.01511  0.061
C8 1.33131 1.20212 -0.34006  -0.112
C9 0.10288 1.82342 -0.90835  -0.162
N3 -0.89998 1.94743 0.13813  -0.046
C10 -2.10564 2.64880 -0.24822  -0.230
C11 -2.90823 2.07097 -1.42814  -0.166
C12 -3.27182 0.59489 -1.23800  -0.140
N4 -4.02588 0.39093 -0.03187  -0.177
C13 -3.64312 -0.31057 1.05076  -0.080
C14 -4.66332 -0.21451 1.96987  -0.076
C15 -5.62710 0.57944 1.33644  -0.170
N5 -5.22673 0.93612 0.13020  0.074
N6 1.04747 -2.48821 -0.05002  -0.029
C16 2.40504 -2.96059 0.14093  -0.161
C17 2.25889 -4.47641 0.27488  -0.164
C18 1.00616 -4.77881 -0.54454  -0.166
C19 0.11350 -3.58844 -0.21948  -0.139
H1 5.33996 0.62310 1.24554  0.115
H2 5.93573 3.04187 1.10363  0.103
H3 4.26248 4.66296 0.26407  0.104
H4 2.02022 3.87535 -0.43913  0.124
H5 -0.23277 1.19759 -1.75231  0.123
H6 0.32197 2.82498 -1.29308  0.115
H7 -1.12842 1.00940 0.45617  0.078
H8 -1.82659 3.68067 -0.49109  0.112
H9 -2.74682 2.67650 0.63649  0.114
H10 -2.34171 2.17192 -2.35563  0.102
H11 -3.82807 2.64952 -1.52413  0.103
H12 -3.87442 0.26536 -2.09116  0.125
H13 -2.37547 -0.02499 -1.17417  0.093
H14 -2.70128 -0.82110 1.07928  0.105
H15 -4.71078 -0.64866 2.94770  0.083
H16 -6.58205 0.89827 1.70583  0.092
H17 2.85289 -2.49491 1.01868  0.106
H18 3.01634 -2.69234 -0.72743  0.125
H19 3.13864 -5.00567 -0.08462  0.109
H20 2.09269 -4.74588 1.31841  0.112
H21 0.54411 -5.72712 -0.27959  0.110
H22 1.24579 -4.78965 -1.60852  0.114
H23 -0.60561 -3.34458 -1.00427  0.123
H24 -0.44168 -3.74969 0.71225  0.132